1.
{"formula": "C15H13Cl5INO2Os", "method": "ωB97M-V/def2-TZVPD", "charge": 2, "orbital_gap_ha": [0.334, 0.217], "energy_ev": -94513.4013, "multiplicity": 5, "e_homo_ev": [-15.2, -15.6], "e_lumo_ev": [-6.12, -9.70], "molar_mass_g_mol": 733.673, "elements": ["Os", "Cl", "C", "C", "Cl", "C", "Cl", "C", "O", "C", "Cl", "C", "Cl", "I", "C", "C", "C", "C", "C", "N", "H", "H", "H", "H", "C", "C", "C", "C", "O", "H", "H", "H", "H", "H", "H", "H", "H", "H"], "positions_angstrom": [[-0.0803, 0.1823, -0.2650], [-4.7122, 3.9663, 3.5553], [-3.4914, 2.9598, 3.0418], [-3.3107, 2.7578, 1.6211], [-4.3281, 3.5259, 0.5142], [-2.3101, 1.9361, 1.2085], [-2.0295, 1.6430, -0.4898], [-1.4420, 1.2713, 2.1262], [-0.5163, 0.4964, 1.7293], [-1.6380, 1.4905, 3.5427], [-0.5933, 0.6926, 4.5949], [-2.6462, 2.3168, 3.9833], [-2.8895, 2.5738, 5.6403], [2.4398, 1.7968, 0.0188], [2.6891, -0.2395, 0.4098], [3.8872, -0.8030, 0.7807], [3.9063, -2.1724, 1.0186], [2.7420, -2.9145, 0.8819], [1.5813, -2.2750, 0.5061], [1.5580, -0.9506, 0.2693], [4.7758, -0.1968, 0.8800], [4.8306, -2.6533, 1.3111], [2.7280, -3.9795, 1.0627], [0.6459, -2.8022, 0.3833], [-0.1352, -0.2889, -4.4142], [-0.3838, -0.9959, -3.0976], [0.3909, -2.2963, -2.9898], [-1.8618, -1.1986, -2.8248], [0.1586, -0.0933, -2.0611], [-0.5261, -0.8953, -5.2316], [0.9309, -0.1371, -4.5786], [-0.6355, 0.6791, -4.4369], [0.0802, -2.9731, -3.7855], [0.1932, -2.7916, -2.0363], [1.4620, -2.1198, -3.0906], [-2.2749, -1.9055, -3.5435], [-2.4152, -0.2629, -2.9224], [-2.0255, -1.6164, -1.8258]], "forces_ev_per_angstrom": [[0.359, -0.244, -0.049], [-0.108, 0.086, 0.068], [0.097, -0.079, -0.146], [-0.053, 0.032, 0.182], [-0.028, 0.028, -0.034], [0.130, -0.092, -0.016], [-0.273, 0.168, 0.052], [0.008, -0.027, -0.028], [-0.028, 0.037, 0.091], [-0.005, -0.011, -0.144], [0.029, -0.017, 0.055], [-0.080, 0.059, -0.067], [0.005, 0.003, 0.045], [0.019, -0.054, 0.008], [0.006, 0.028, -0.002], [0.001, -0.053, 0.002], [0.047, 0.011, 0.005], [-0.010, -0.036, 0.002], [-0.001, 0.069, -0.019], [-0.027, 0.048, 0.027], [0.000, -0.002, 0.002], [-0.006, -0.001, -0.003], [0.010, 0.003, 0.003], [-0.007, 0.004, 0.013], [0.001, -0.003, -0.056], [0.102, 0.023, -0.031], [0.043, -0.029, 0.038], [-0.054, 0.052, 0.082], [-0.170, 0.009, -0.032], [0.008, 0.007, 0.001], [-0.003, -0.009, 0.009], [-0.011, -0.012, 0.005], [0.005, 0.007, -0.005], [-0.005, 0.002, -0.029], [-0.011, 0.001, -0.005], [0.000, 0.007, -0.017], [0.008, -0.009, -0.002], [0.004, -0.007, -0.004]], "lowdin_spin": [2.168, 0.150, 0.236, 0.070, 0.024, 0.058, 0.028, 0.157, 0.245, 0.119, 0.063, -0.014, -0.015, 0.148, 0.017, 0.000, 0.013, -0.001, 0.015, 0.000, 0.001, 0.001, 0.000, 0.003, 0.001, 0.036, 0.013, 0.020, 0.430, 0.000, 0.000, 0.000, 0.002, 0.001, 0.001, 0.002, 0.000, 0.009]}



2.
{"formula": "C15H13ClF3N3ORhS5", "method": "ωB97M-V/def2-TZVPD", "charge": -1, "orbital_gap_ha": 0.220, "de_lowest_ev": 1.590, "energy_ev": -100146.0753, "e_homo_ev": -4.0, "e_lumo_ev": 2.02, "molar_mass_g_mol": 606.977, "elements": ["Rh", "O", "C", "S", "C", "C", "S", "S", "S", "Cl", "C", "C", "C", "C", "C", "C", "C", "H", "H", "H", "H", "H", "H", "C", "C", "C", "N", "N", "C", "N", "S", "H", "H", "H", "H", "H", "H", "H", "F", "C", "F", "F"], "positions_angstrom": [[0.2347, -0.0571, 0.1992], [4.9378, -0.3636, 5.0518], [4.1059, -0.2076, 4.1915], [2.3775, -0.5049, 4.4313], [1.8588, -0.0105, 2.8332], [2.8098, 0.3729, 1.9648], [2.4911, 0.8462, 0.3111], [4.4616, 0.3272, 2.5448], [0.1442, -0.1127, 2.4617], [-2.9218, -6.1636, -0.5692], [-2.6445, -4.4417, -0.4144], [-2.4625, -3.6682, -1.5451], [-2.2564, -2.3065, -1.4066], [-2.1889, -1.6864, -0.1529], [-1.8817, -0.2677, -0.0148], [-2.4025, -2.5072, 0.9669], [-2.6255, -3.8624, 0.8462], [-2.4918, -4.1241, -2.5260], [-2.1467, -1.7008, -2.3001], [-2.2636, 0.1757, 0.9015], [-2.0376, 0.3269, -0.9135], [-2.3679, -2.0627, 1.9549], [-2.7694, -4.4783, 1.7241], [-2.9138, 5.2077, 1.4347], [-1.3935, 5.1917, 1.5695], [-0.7607, 4.2052, 0.6337], [-1.0067, 2.9469, 0.6619], [-0.3101, 2.2386, -0.2856], [0.4329, 2.9936, -1.0362], [1.1822, 2.5220, -2.0806], [0.3535, 4.6638, -0.6186], [-3.3597, 5.9066, 2.1432], [-3.3185, 4.2152, 1.6264], [-3.2119, 5.5039, 0.4278], [-1.1071, 4.9150, 2.5857], [-0.9800, 6.1843, 1.3825], [1.4084, 1.5381, -1.9937], [2.0020, 3.0686, -2.2919], [1.5161, -1.8105, -1.2996], [1.0663, -1.8249, 0.0204], [0.2895, -2.9426, 0.0889], [2.1339, -2.1450, 0.7803]], "forces_ev_per_angstrom": [[0.442, 1.250, -0.374], [0.002, -0.001, -0.031], [-0.006, -0.001, 0.026], [0.047, 0.002, -0.001], [-0.079, 0.028, -0.087], [-0.205, 0.092, -0.088], [0.280, -0.135, 0.376], [0.003, 0.034, 0.027], [0.066, -0.077, -0.267], [0.004, 0.000, -0.016], [0.029, 0.049, 0.039], [-0.069, -0.083, 0.006], [-0.042, 0.168, 0.021], [-0.642, -0.396, -0.134], [1.164, -0.753, 0.630], [-0.090, 0.236, -0.032], [0.003, -0.109, -0.054], [-0.006, -0.017, 0.008], [0.081, 0.000, 0.004], [-0.304, 0.192, -0.202], [-0.231, 0.045, 0.036], [0.043, -0.002, 0.001], [-0.011, 0.000, -0.001], [-0.047, -0.005, -0.008], [0.051, -0.003, -0.010], [-0.153, -0.037, 0.111], [0.097, -0.081, -0.161], [-0.156, 0.023, 0.306], [0.048, -0.157, -0.059], [-0.030, 0.078, -0.049], [0.041, 0.073, -0.062], [0.020, 0.006, 0.003], [0.015, -0.006, -0.004], [0.005, 0.001, 0.002], [-0.012, -0.005, 0.003], [-0.006, 0.001, -0.003], [-0.007, -0.004, 0.024], [0.030, -0.025, 0.028], [-0.031, -0.067, 0.121], [-0.501, -0.600, 0.063], [0.120, 0.162, -0.029], [0.035, 0.124, -0.159]], "lowdin_charge": [0.560, -0.095, -1.039, 0.939, -1.124, -1.147, 0.539, 0.942, 0.591, 0.599, -0.684, -0.126, -0.067, -0.337, -0.229, -0.065, -0.121, 0.097, 0.107, 0.034, 0.046, 0.102, 0.100, -0.104, -0.247, -0.616, 0.050, -0.073, -0.751, 0.074, 1.090, 0.068, 0.074, 0.074, 0.116, 0.095, 0.049, 0.088, -0.016, -0.676, 0.047, 0.037]}



3.
{"formula": "C15H13ClO13PV", "method": "ωB97M-V/def2-TZVPD", "charge": -3, "orbital_gap_ha": [0.207, 0.207], "energy_ev": -89887.1797, "multiplicity": 2, "e_homo_ev": [0.2, 0.2], "e_lumo_ev": [5.82, 5.82], "molar_mass_g_mol": 518.627, "elements": ["O", "V", "C", "C", "C", "O", "C", "C", "C", "O", "O", "O", "H", "H", "C", "C", "C", "O", "C", "C", "C", "O", "O", "O", "H", "H", "Cl", "C", "O", "P", "O", "O", "C", "O", "C", "H", "H", "H", "H", "H", "H", "H", "H", "H"], "positions_angstrom": [[-22.1305, -0.8206, 17.9668], [-22.9801, -1.5978, 16.7989], [-24.2839, 1.3917, 14.2575], [-23.8849, 0.7065, 15.3615], [-24.9747, 0.4734, 16.4356], [-24.7382, -0.4169, 17.3085], [-26.1472, 1.2028, 16.3968], [-26.4756, 2.0917, 15.3408], [-25.5246, 2.0938, 14.1336], [-25.8061, 2.7475, 13.1431], [-27.4791, 2.8130, 15.3390], [-22.7669, 0.1588, 15.6112], [-23.5699, 1.5462, 13.4545], [-26.7953, 1.1504, 17.2659], [-25.1577, -4.8801, 18.3920], [-25.9908, -5.8499, 17.7690], [-26.2017, -5.7469, 16.2455], [-26.8674, -6.6072, 15.6827], [-25.6028, -4.6536, 15.5538], [-24.8538, -3.7076, 16.1918], [-24.5270, -3.9009, 17.6665], [-23.5986, -3.1356, 18.0934], [-24.3947, -2.6465, 15.6489], [-26.4886, -6.7948, 18.3751], [-24.8986, -4.9711, 19.4411], [-25.7181, -4.5792, 14.4798], [-20.9524, -2.8284, 15.9084], [-24.3862, 2.0968, 19.5860], [-24.7775, 1.2092, 20.6364], [-23.7109, 0.3306, 21.3636], [-22.4728, 0.0235, 20.6613], [-23.4734, 1.1968, 22.7084], [-22.3893, 0.8085, 23.5282], [-24.5214, -0.8829, 21.9410], [-24.5860, -2.0933, 21.1293], [-23.7432, 2.8855, 19.9906], [-25.2639, 2.5349, 19.1232], [-23.8225, 1.5464, 18.8312], [-22.1158, 1.6835, 24.1276], [-21.5305, 0.4719, 22.9495], [-22.7173, 0.0506, 24.2495], [-25.6364, -2.3515, 21.0231], [-24.0473, -2.8745, 21.6585], [-24.1496, -1.9400, 20.1408]], "forces_ev_per_angstrom": [[-1.648, -2.027, -2.146], [2.440, 2.915, 3.258], [0.657, 0.675, -0.754], [-1.239, -0.749, 0.974], [0.015, -0.353, -0.284], [0.693, -0.242, -0.312], [0.052, 0.459, 0.348], [-0.364, -0.297, 0.599], [0.709, -0.154, 0.455], [-0.432, 0.467, -0.778], [-0.007, 0.168, -0.199], [-0.138, -0.792, -0.580], [-0.035, -0.085, -0.083], [-0.203, -0.133, -0.169], [0.097, 0.175, 0.190], [0.318, 0.131, 0.508], [0.259, 0.412, -0.466], [-0.416, -0.538, -0.155], [-0.081, -0.251, -0.248], [-0.160, 0.376, 0.103], [0.583, 0.270, -0.566], [-0.314, 0.278, -0.207], [0.422, -0.282, 0.255], [-0.341, -0.376, 0.145], [-0.093, -0.194, 0.020], [-0.214, -0.007, -0.008], [-0.654, 0.153, -0.005], [0.792, 0.119, -0.441], [-0.632, 0.072, -0.031], [0.453, 0.227, 0.321], [0.166, 0.080, 0.159], [-0.116, 0.038, -0.174], [-0.138, 0.299, 0.683], [-0.167, -0.383, 0.022], [-0.120, 0.200, -0.169], [-0.111, 0.009, 0.024], [-0.203, -0.171, 0.162], [-0.079, -0.039, 0.013], [0.094, -0.004, -0.182], [-0.056, -0.090, -0.060], [0.119, -0.196, -0.241], [0.005, -0.048, 0.012], [0.022, -0.035, -0.031], [0.065, -0.077, 0.039]], "lowdin_spin": [-0.250, 1.200, 0.000, 0.001, 0.000, 0.003, 0.000, 0.000, 0.000, 0.000, 0.001, 0.013, 0.000, 0.000, 0.005, 0.003, 0.000, 0.001, 0.000, 0.000, 0.001, 0.003, 0.000, 0.008, 0.000, 0.000, 0.009, 0.000, 0.000, 0.000, -0.001, 0.000, 0.000, 0.000, 0.000, 0.000, 0.000, 0.000, 0.000, 0.000, 0.000, 0.000, 0.000, 0.000]}